1.
Here is C3H8N2OS as an isolated structure in a non-equilibrium geometry from the Open Molecules 2025 dataset. Energies are from ωB97M-V with the def2-TZVPD basis set.

Calculated values
lowest unoccupied orbital energy: 0.68 eV
highest occupied orbital energy: -8.42 eV
total charge: 0
strongest force on any atom: 6.759 eV/A
gap between HOMO and LUMO: 0.334 hartree

Geometry (Å):
C (-1.844, 0.559, 0.148)
C (-0.849, 0.102, 1.228)
C (-1.020, 0.266, -1.161)
N (1.383, -1.195, 0.159)
N (2.785, -1.196, 0.054)
O (1.330, 1.613, -0.204)
S (0.493, 0.054, -0.118)
H (-2.692, -0.127, 0.154)
H (-2.206, 1.702, 0.135)
H (-0.289, 0.765, 2.011)
H (-1.139, -0.847, 1.696)
H (-1.269, -0.758, -1.430)
H (-1.106, 1.070, -1.937)
H (3.335, -0.334, 0.141)
H (3.089, -1.676, -0.877)



2.
Here is the molecule C3H8N2OS in a non-equilibrium geometry from the Open Molecules 2025 dataset. Energies are from ωB97M-V with the def2-TZVPD basis set.

Calculated values
lowest unoccupied orbital energy: 0.48 eV
highest occupied orbital energy: -8.85 eV
total charge: 0
strongest force on any atom: 2.627 eV/A
gap between HOMO and LUMO: 0.343 hartree
SMILES: [H]/N=C(/N)SCCO

Geometry (Å):
C (1.535, -0.673, -0.504)
C (-0.257, 1.431, -0.006)
C (-1.230, 0.434, 0.635)
H (-0.301, -1.519, -0.669)
H (0.930, -2.650, -0.209)
H (3.154, 0.128, 0.035)
H (-0.847, 2.241, -0.439)
H (0.342, 1.874, 0.842)
H (-0.700, -0.267, 1.320)
H (-1.867, 1.123, 1.283)
H (-2.962, -0.055, -0.219)
N (0.688, -1.788, -0.646)
N (2.688, -0.766, 0.037)
O (-2.018, -0.310, -0.231)
S (0.844, 0.797, -1.230)



3.
Here is a 2-piece molecular cluster, C3H8N2OS overall in a non-equilibrium geometry from the Open Molecules 2025 dataset. Energies are from ωB97M-V with the def2-TZVPD basis set.

Calculated values
lowest unoccupied orbital energy (spin up / spin down): 0.62 / 0.62 eV
highest occupied orbital energy (spin up / spin down): -6.71 / -6.71 eV
total charge: 0
strongest force on any atom: 4.605 eV/A
gap between HOMO and LUMO (spin up / spin down): 0.269 / 0.269 hartree

Geometry (Å):
C (0.379, 1.577, -0.113)
C (-0.948, -0.184, 0.201)
C (-1.627, -1.473, -0.117)
N (-0.507, 1.905, 0.938)
N (-1.316, 0.805, 1.026)
O (0.241, 0.165, -0.344)
S (3.401, -0.338, -0.965)
H (0.024, 2.094, -1.055)
H (1.405, 1.769, 0.033)
H (-0.858, -2.223, -0.343)
H (-2.258, -1.314, -0.927)
H (-2.360, -1.716, 0.681)
H (2.358, -0.573, -0.237)
H (-2.055, 0.691, 1.686)
H (4.121, -1.184, -0.463)